{
  "formula": "C8H11N2OP",
  "method": "the ωB97M-V functional and the def2-TZVPD basis",
  "elements": ["C", "C", "C", "C", "C", "C", "C", "C", "N", "N", "O", "P", "H", "H", "H", "H", "H", "H", "H", "H", "H", "H", "H"],
  "positions_angstrom": [[-2.40791, -2.15717, 0.33109], [-1.92118, -1.47991, 1.20209], [1.23177, -0.55999, -0.84262], [-0.35787, 1.46574, 0.78660], [0.81803, 1.77063, -0.16464], [-0.27814, 0.03733, 1.21613], [0.71722, 0.79718, -2.63572], [-1.38867, -0.45743, 2.12444], [1.21965, -2.38293, 1.48866], [0.94609, 0.72111, -1.18345], [1.46040, -1.45730, -1.63343], [1.05323, -0.94486, 0.92834], [-2.82908, -2.77821, -0.38432], [-0.41645, 2.09146, 1.74403], [-1.21888, 1.61421, 0.07452], [0.82767, 2.69204, -0.63941], [1.80216, 1.83361, 0.45892], [0.25598, -0.06887, -2.97616], [0.12169, 1.60677, -2.92530], [1.69456, 1.01442, -3.24102], [-2.06038, 0.34331, 2.19874], [-1.00607, -0.76818, 3.15587], [1.73620, -2.93295, 0.91663]],
  "forces_ev_per_angstrom": [[0.8, 1.0, 1.4], [-1.3, -0.5, 0.4], [0.7, 0.0, -0.2], [0.2, 0.3, -0.8], [2.2, -1.7, 1.9], [0.8, -0.1, 1.2], [3.2, 2.2, -0.2], [1.9, -1.4, -0.2], [-1.8, 2.6, 2.1], [0.0, -0.5, -0.8], [-0.1, 0.1, 0.4], [-0.9, 0.3, 0.3], [-0.4, -0.7, -0.8], [0.1, -0.3, -1.7], [0.0, -0.1, 1.3], [-0.6, 1.8, -1.0], [-1.4, -0.5, -0.9], [-0.5, -1.6, -0.5], [-1.2, 1.4, 0.1], [-1.4, -0.9, 1.2], [-1.3, 1.0, 0.5], [-0.8, 0.0, -1.5], [2.0, -2.4, -2.1]],
  "relative_energy_kcal_mol": 96.0,
  "energy_ev": -22785.9675,
  "orbital_gap_ev": [7.8, 7.8]
}